Below is a cluster of 2 separate species, C7H19N3O2P in total at a distorted geometry, with properties calculated with ωB97M-V/def2-TZVPD.

XYZ file:
```
32
Properties=species:S:1:pos:R:3
O -4.22 0.53 -2.54
P -3.89 -0.84 -2.24
N -2.27 -1.17 -2.80
C -1.32 -1.89 -2.23
N -1.46 -2.57 -1.10
C -0.57 -1.99 -0.03
C 0.29 -0.84 -0.53
C 0.83 -1.05 -1.93
N -0.08 -1.93 -2.76
H -3.81 -1.12 -0.86
H -4.71 -1.78 -2.88
H -2.04 -0.69 -3.67
H -2.43 -2.63 -0.82
H -1.23 -1.59 0.73
H 0.00 -2.75 0.48
H -0.28 0.07 -0.44
H 1.14 -0.71 0.13
H 0.85 -0.08 -2.42
H 1.85 -1.40 -1.95
H -0.11 -1.63 -3.72
C 1.73 2.98 1.62
C 1.55 1.79 2.56
C 2.16 2.07 3.92
O 2.15 0.62 1.99
H 2.79 3.18 1.46
H 1.29 2.76 0.64
H 1.26 3.87 2.02
H 0.49 1.57 2.67
H 3.23 2.25 3.83
H 2.03 1.21 4.58
H 1.70 2.94 4.39
H 3.09 0.80 1.88
```

Values from the calculation:
- Max |F|: 0.0347 Eh/bohr
- Total charge: +1
- Lowest unoccupied orbital energy: -0.1340 hartree
- Kohn-Sham gap: 9.18 eV
- Spin multiplicity: 1
- HOMO: -12.82 eV

Need the Mulliken charges? In units of e they are: number 1, O, carries -0.51; number 2, P, carries 0.35; number 3, N, carries -0.25; number 4, C, carries 0.51; number 5, N, carries -0.25; number 6, C, carries -0.59; number 7, C, carries -0.35; number 8, C, carries -0.71; number 9, N, carries -0.33; number 10, H, carries 0.08; number 11, H, carries 0.15; number 12, H, carries 0.26; number 13, H, carries 0.31; number 14, H, carries 0.33; number 15, H, carries 0.38; number 16, H, carries 0.29; number 17, H, carries 0.25; number 18, H, carries 0.33; number 19, H, carries 0.44; number 20, H, carries 0.31; number 21, C, carries -1.25; number 22, C, carries 0.47; number 23, C, carries -1.36; number 24, O, carries -0.53; number 25, H, carries 0.34; number 26, H, carries 0.28; number 27, H, carries 0.38; number 28, H, carries 0.26; number 29, H, carries 0.36; number 30, H, carries 0.33; number 31, H, carries 0.38; number 32, H, carries 0.33

---

Below is a cluster of 4 separate species, C7H19NO3 in total at a distorted geometry, with properties calculated with ωB97M-V/def2-TZVPD.

XYZ file:
```
30
Properties=species:S:1:pos:R:3
C 1.93 -1.06 -1.35
C 1.49 0.12 -0.40
N -1.32 0.87 -1.57
C -1.03 0.03 -0.53
C 0.14 -0.28 0.08
C 0.19 -1.18 1.28
C -2.82 -0.10 1.19
C -2.36 -0.40 -0.01
H 2.09 -2.07 -0.94
H 1.29 -0.97 -2.20
H 3.01 -0.93 -1.70
H 2.24 0.16 0.44
H 1.80 1.02 -0.96
H -0.75 1.59 -1.96
H -2.26 1.16 -1.78
H -0.84 -1.49 1.51
H 0.58 -0.79 2.20
H 0.66 -2.14 1.21
H -2.28 0.36 2.04
H -3.81 -0.25 1.57
H -3.11 -0.85 -0.67
H -1.52 -2.87 -2.45
H -0.39 -1.87 -2.13
O -0.69 -2.53 -2.80
H 0.58 2.50 0.25
H 1.38 3.49 1.23
O 0.73 3.39 0.54
H 1.39 2.08 3.28
H 1.69 1.09 2.07
O 1.96 1.93 2.53
```

Values from the calculation:
- Max |F|: 0.0609 Eh/bohr
- ΔE to the lowest compared entry with this formula, charge and spin: 114.5 kJ/mol
- Lowest unoccupied orbital energy: 0.0214 hartree
- Kohn-Sham gap: 8.76 eV
- SMILES: C=C/C(N)=C(\C)CC.O.O.O
- Spin multiplicity: 1
- HOMO: -8.18 eV

Need the Mulliken charges? In units of e they are: number 1, C, carries -1.45; number 2, C, carries -0.28; number 3, N, carries -0.38; number 4, C, carries 0.86; number 5, C, carries 0.50; number 6, C, carries -1.99; number 7, C, carries -0.82; number 8, C, carries -0.62; number 9, H, carries 0.31; number 10, H, carries 0.45; number 11, H, carries 0.37; number 12, H, carries 0.38; number 13, H, carries 0.49; number 14, H, carries 0.20; number 15, H, carries 0.21; number 16, H, carries 0.43; number 17, H, carries 0.32; number 18, H, carries 0.33; number 19, H, carries 0.22; number 20, H, carries 0.32; number 21, H, carries 0.32; number 22, H, carries 0.30; number 23, H, carries 0.28; number 24, O, carries -0.69; number 25, H, carries 0.35; number 26, H, carries 0.34; number 27, O, carries -0.69; number 28, H, carries 0.33; number 29, H, carries 0.32; number 30, O, carries -0.70

---

Below is the molecule C7H19NSSi at a distorted geometry, with properties calculated with ωB97M-V/def2-TZVPD.

XYZ file:
```
29
Properties=species:S:1:pos:R:3
S 0.08 -1.05 1.25
N -0.65 -4.02 1.85
C 1.01 -2.45 0.88
C -0.60 -0.81 -0.37
C 0.17 -3.73 0.72
C -0.68 3.10 0.91
C -0.24 2.83 -2.31
C 1.74 1.71 -0.33
C -1.21 0.56 -0.55
Si -0.08 2.07 -0.57
H -0.16 -4.22 2.69
H -1.33 -3.28 2.03
H 1.70 -2.62 1.70
H 1.67 -2.21 0.02
H 0.14 -0.96 -1.14
H -1.39 -1.55 -0.59
H 0.85 -4.57 0.52
H -0.46 -3.65 -0.16
H -1.44 3.87 0.70
H -1.15 2.36 1.58
H 0.21 3.56 1.33
H 0.56 3.55 -2.43
H -1.19 3.35 -2.51
H -0.22 2.01 -3.06
H 2.28 2.47 -0.86
H 2.17 1.60 0.68
H 1.99 0.77 -0.82
H -1.84 0.59 -1.44
H -1.93 0.73 0.27
```

Values from the calculation:
- Max |F|: 0.0354 Eh/bohr
- ΔE to the lowest compared entry with this formula, charge and spin: 0.0 kJ/mol
- Lowest unoccupied orbital energy: 0.0313 hartree
- Kohn-Sham gap: 9.39 eV
- SMILES: C[Si](C)(C)CCSCCN
- Spin multiplicity: 1
- HOMO: -8.54 eV

Need the Mulliken charges? In units of e they are: number 1, S, carries -0.16; number 2, N, carries -0.55; number 3, C, carries -0.47; number 4, C, carries -0.58; number 5, C, carries -0.70; number 6, C, carries -1.10; number 7, C, carries -1.11; number 8, C, carries -1.09; number 9, C, carries -1.13; number 10, Si, carries 0.42; number 11, H, carries 0.22; number 12, H, carries 0.26; number 13, H, carries 0.39; number 14, H, carries 0.27; number 15, H, carries 0.39; number 16, H, carries 0.41; number 17, H, carries 0.38; number 18, H, carries 0.30; number 19, H, carries 0.32; number 20, H, carries 0.30; number 21, H, carries 0.33; number 22, H, carries 0.33; number 23, H, carries 0.33; number 24, H, carries 0.30; number 25, H, carries 0.39; number 26, H, carries 0.34; number 27, H, carries 0.30; number 28, H, carries 0.44; number 29, H, carries 0.46

---

Below is the molecule C7H19NSSi at a distorted geometry, with properties calculated with ωB97M-V/def2-TZVPD.

XYZ file:
```
29
Properties=species:S:1:pos:R:3
C 0.88 -2.58 0.90
C 3.65 1.22 -0.44
C -2.46 -1.41 -0.37
C -3.07 1.28 1.16
C -1.40 1.22 -1.42
C 1.53 -1.52 0.03
C 2.09 1.23 -0.37
N -0.36 0.36 1.37
Si -1.67 0.34 0.26
S 1.47 0.05 0.96
H -0.10 -2.21 1.26
H 0.85 -3.65 0.77
H 1.49 -2.46 1.78
H 3.95 1.57 0.51
H 4.06 0.25 -0.65
H 3.99 2.06 -1.12
H -1.69 -2.04 -0.88
H -3.18 -1.80 0.32
H -3.21 -0.95 -1.18
H -4.03 0.64 1.47
H -2.59 1.73 2.05
H -3.45 2.16 0.60
H -2.26 1.52 -1.91
H -0.90 2.17 -1.00
H -0.50 0.79 -1.92
H 1.04 -1.25 -0.86
H 2.56 -1.75 -0.05
H 1.64 0.85 -1.18
H 1.66 2.17 -0.09
```

Values from the calculation:
- Max |F|: 0.1009 Eh/bohr
- ΔE to the lowest compared entry with this formula, charge and spin: 313.0 kJ/mol
- Lowest unoccupied orbital energy: 0.0198 hartree
- Kohn-Sham gap: 8.68 eV
- Spin multiplicity: 1
- HOMO: -8.14 eV

Need the Mulliken charges? In units of e they are: number 1, C, carries -1.19; number 2, C, carries -1.11; number 3, C, carries -1.10; number 4, C, carries -1.12; number 5, C, carries -1.02; number 6, C, carries -0.56; number 7, C, carries -0.46; number 8, N, carries -0.48; number 9, Si, carries 0.56; number 10, S, carries 0.16; number 11, H, carries 0.25; number 12, H, carries 0.36; number 13, H, carries 0.37; number 14, H, carries 0.34; number 15, H, carries 0.30; number 16, H, carries 0.35; number 17, H, carries 0.27; number 18, H, carries 0.38; number 19, H, carries 0.28; number 20, H, carries 0.26; number 21, H, carries 0.28; number 22, H, carries 0.33; number 23, H, carries 0.45; number 24, H, carries 0.22; number 25, H, carries 0.21; number 26, H, carries 0.49; number 27, H, carries 0.43; number 28, H, carries 0.29; number 29, H, carries 0.45